Below is a cluster of 15 separate species, C60H165N15O15 in total, with properties calculated with wB97M-V/def2-TZVPD.

The HOMO-LUMO gap comes out at 0.3300 Eh. As for the total energy: -117948.8516 eV. As for the HOMO energy: -8.57 eV.

```
255
Properties=species:S:1:pos:R:3:forces:R:3
C 0.443701 6.347204 3.227241 1.0 -0.1 0.1
C 0.731470 6.334010 1.729343 0.5 1.2 -0.1
C 2.185368 6.721956 1.231809 -1.5 0.6 1.0
O 2.243268 6.721275 -0.200766 0.5 0.6 1.2
C 1.493225 7.786859 -0.769388 -0.3 -1.1 -1.0
N 0.472597 5.067047 1.153603 -0.7 -1.7 -0.3
H 0.832648 7.244612 3.708360 0.2 0.1 -0.1
H 0.937843 5.480566 3.666399 0.0 -0.1 0.4
H -0.608951 6.306129 3.507126 0.0 -0.1 -0.5
H -0.007060 7.031987 1.335004 0.2 0.4 -0.4
H 2.911545 6.009208 1.622651 0.0 -0.2 -0.2
H 2.395746 7.689252 1.688078 0.4 0.4 -0.4
H 1.659231 7.694289 -1.842687 0.0 0.1 -0.1
H 1.754440 8.809090 -0.495699 0.2 -0.1 0.6
H 0.442838 7.548766 -0.601813 -0.2 0.6 0.0
H 1.023784 5.010286 0.309178 -0.2 -0.1 -0.5
H 0.882419 4.364320 1.752209 0.1 -0.4 0.2
C 6.438202 -4.784083 -3.158438 0.2 -0.7 1.0
C 4.937462 -4.930760 -3.464613 0.6 0.0 -0.3
C 4.013670 -5.153199 -2.263942 1.9 0.3 1.0
O 4.583819 -6.125745 -1.370063 0.1 0.5 -0.4
C 4.529115 -7.485153 -1.715613 -0.8 -0.5 0.2
N 4.560198 -3.702083 -4.197863 -0.9 -1.2 -0.9
H 6.764981 -3.837805 -2.727294 -0.6 0.4 -0.2
H 7.060908 -4.952159 -4.037127 -0.2 0.0 -0.2
H 6.765226 -5.493064 -2.397852 -0.1 -0.3 -0.1
H 4.778943 -5.811610 -4.086763 0.4 -0.2 -0.4
H 2.974809 -5.382565 -2.501108 -0.1 0.0 -0.3
H 4.104288 -4.220915 -1.706487 -0.6 0.1 0.3
H 4.752591 -7.815724 -2.729957 0.5 0.7 -0.4
H 3.508433 -7.842066 -1.578057 -0.3 -0.2 0.3
H 5.189590 -8.024840 -1.036931 -0.1 0.1 0.0
H 5.205454 -3.623868 -4.970923 1.0 0.4 0.1
H 3.799840 -4.017471 -4.783088 -1.2 0.4 0.2
C -0.516297 -5.541385 -0.110163 0.0 0.7 -1.0
C -0.125146 -4.706410 -1.374780 -1.7 -1.0 0.1
C -0.040139 -5.576087 -2.651116 0.0 0.0 1.1
O -1.336398 -6.033439 -3.040950 0.6 0.0 0.2
C -1.319917 -7.055437 -4.038221 0.1 0.4 0.8
N -1.219375 -3.761273 -1.623923 0.7 0.7 0.2
H 0.286348 -6.167183 0.280008 -0.2 -0.3 -0.1
H -1.423750 -6.055362 -0.427110 0.2 -0.6 0.3
H -0.846797 -4.865603 0.678629 0.3 0.1 0.1
H 0.857912 -4.258696 -1.229000 0.0 0.5 -0.1
H 0.623947 -6.388490 -2.355987 0.1 -0.5 -0.4
H 0.431498 -4.974562 -3.428173 -0.1 0.0 -0.4
H -0.487583 -6.856224 -4.713231 -0.3 0.0 -0.6
H -2.320316 -7.054540 -4.471017 0.3 0.1 -0.4
H -1.157119 -8.044377 -3.609725 0.1 -0.1 0.3
H -1.909879 -4.166982 -2.239319 0.0 -0.1 0.0
H -1.675445 -3.515252 -0.756990 -0.1 0.2 0.0
C -3.391900 4.282519 -5.595869 1.1 0.3 0.3
C -2.596753 5.599885 -5.454318 0.7 0.7 1.6
C -1.484021 5.610418 -4.336834 -2.2 -1.5 -0.4
O -2.185629 5.379224 -3.111019 0.5 0.8 1.0
C -1.654482 6.062059 -1.979701 0.4 0.5 -0.1
N -1.853933 5.875588 -6.665514 -0.3 -0.2 -0.2
H -3.878414 4.352841 -6.568736 -0.4 -0.3 0.2
H -4.048049 3.956740 -4.788749 -0.2 0.5 -0.1
H -2.637305 3.497300 -5.641974 0.1 -0.3 -0.3
H -3.256300 6.450898 -5.284403 -0.1 0.0 0.2
H -0.825476 6.477534 -4.387196 -0.4 0.2 0.2
H -0.903705 4.709874 -4.537738 0.6 -0.1 0.0
H -0.650481 5.751382 -1.690644 0.2 -0.6 -0.1
H -2.278617 6.012299 -1.087466 -0.3 -0.6 -0.3
H -1.528378 7.131656 -2.147494 -0.2 0.3 -0.5
H -1.424063 4.977417 -6.834595 0.5 -0.1 -0.7
H -2.580811 5.972464 -7.360042 0.2 0.1 -0.7
C -5.254737 -0.322133 5.710228 -0.3 0.4 2.3
C -3.808389 -0.395013 6.234775 -0.5 -0.8 -0.5
C -3.516063 -1.513404 7.294748 0.2 1.7 -1.3
O -4.110132 -1.201617 8.550650 0.8 -0.3 -0.3
C -3.641867 -2.068444 9.592584 -0.9 -0.7 -1.1
N -2.971716 -0.600913 5.072767 1.7 0.2 -0.9
H -5.472050 -1.147788 5.032609 -0.2 0.5 0.2
H -5.509623 0.673035 5.345848 0.3 -0.2 -0.8
H -5.908041 -0.380896 6.580781 -0.4 -0.4 0.1
H -3.458445 0.557224 6.633380 -0.4 0.1 0.4
H -2.426496 -1.544045 7.296636 0.3 0.1 0.7
H -3.761144 -2.453769 6.801029 -0.8 -0.6 0.6
H -2.591933 -1.977923 9.871059 0.1 0.6 0.0
H -3.765525 -3.069004 9.178240 0.1 -0.5 0.3
H -4.318214 -1.996081 10.444291 0.2 0.3 0.0
H -3.246800 0.049667 4.350851 0.1 0.6 0.0
H -3.021324 -1.464782 4.551841 -0.3 -0.7 0.7
C -6.374479 1.516357 1.942697 0.6 -1.5 -0.3
C -5.079654 1.050910 1.186620 -1.7 2.8 -0.8
C -4.577465 2.217800 0.285202 -0.7 -0.8 0.9
O -3.746261 1.626661 -0.687689 -0.2 0.9 0.2
C -3.285873 2.532736 -1.666963 0.2 -0.1 -0.2
N -4.061921 0.607797 2.065633 0.7 0.4 0.5
H -6.742885 0.602450 2.408697 0.0 0.0 0.7
H -7.210691 1.742073 1.280953 0.3 0.5 -0.3
H -6.210944 2.285998 2.697024 0.1 0.0 -0.1
H -5.398790 0.298406 0.465525 -0.1 -0.4 -0.2
H -4.095434 3.021703 0.841518 0.5 -0.3 0.2
H -5.445190 2.747935 -0.107387 -0.2 -0.3 -0.8
H -2.762278 3.403893 -1.273213 0.1 0.0 0.5
H -4.126217 2.921952 -2.241800 0.0 -0.1 -0.3
H -2.570568 1.962727 -2.259847 -0.2 0.2 -0.4
H -3.311949 0.320921 1.452976 0.5 -0.3 0.1
H -4.379141 -0.252463 2.489231 -0.1 -0.4 0.2
C -3.365184 3.582578 4.517695 0.8 -0.3 0.1
C -2.055660 3.885541 3.728228 -0.6 0.5 1.6
C -0.990361 2.776163 3.659135 -0.4 0.8 0.0
O -0.183095 2.794443 4.842840 -0.5 -1.2 0.3
C -0.322600 1.629621 5.659026 -0.4 0.4 0.8
N -2.459366 4.377777 2.457467 0.0 -0.1 -1.1
H -3.146434 3.252282 5.533154 0.0 -0.2 0.1
H -3.960300 2.824221 4.008940 0.1 -0.3 -0.1
H -4.013498 4.454820 4.601215 0.3 0.2 -0.2
H -1.567476 4.727906 4.218324 0.1 -0.1 0.4
H -0.276221 2.969426 2.858663 -0.2 0.3 -0.3
H -1.505863 1.858657 3.375346 0.2 -0.6 0.6
H -0.060865 0.689338 5.173770 -0.1 0.1 -0.3
H -1.332312 1.558180 6.063344 -0.3 -0.2 -0.4
H 0.275657 1.736789 6.563858 0.5 0.3 -0.3
H -2.875438 3.595022 1.973438 -0.3 -0.1 -0.3
H -1.610286 4.570117 1.945443 0.2 0.3 -0.6
C 1.030904 -6.025735 5.922335 0.8 0.2 -0.4
C 2.492196 -5.612048 5.631984 0.3 -0.8 0.1
C 2.681201 -4.626046 4.455531 -0.4 -1.7 1.0
O 2.225797 -5.338823 3.312231 0.1 1.0 -1.2
C 2.542405 -4.602664 2.116379 -0.6 0.8 0.0
N 3.095454 -5.132055 6.869760 0.2 0.4 -0.3
H 0.597544 -5.219138 6.513693 -0.5 0.1 -0.3
H 1.040123 -6.896226 6.578287 0.0 -0.1 -0.1
H 0.491051 -6.259967 5.004842 -0.2 0.1 0.2
H 3.052495 -6.522505 5.419300 0.0 0.0 -0.5
H 3.726672 -4.360032 4.299540 0.1 0.1 0.3
H 2.094331 -3.760470 4.762882 -0.2 0.6 -0.7
H 2.216189 -5.034842 1.170386 0.3 -1.1 0.4
H 3.585630 -4.293495 2.051499 0.3 -0.5 0.1
H 1.988304 -3.666409 2.049401 -0.2 0.4 0.6
H 2.434889 -4.493642 7.289480 0.0 0.3 0.4
H 3.131771 -5.937846 7.477612 0.2 0.1 0.4
C 0.350764 -1.988422 -3.882520 0.6 -0.2 -0.1
C 0.330083 -0.491716 -4.141680 0.4 -0.4 -0.7
C 0.638533 -0.047982 -5.591872 -0.5 0.4 0.3
O 0.492855 1.364939 -5.627083 0.1 0.7 -1.1
C 0.706905 1.892709 -6.951958 -0.8 0.5 0.8
N -0.949070 0.056470 -3.686746 0.6 0.3 -0.5
H 1.150445 -2.491741 -4.425904 0.3 0.0 -0.1
H -0.580016 -2.498336 -4.130994 -0.1 0.3 -0.2
H 0.512427 -2.182439 -2.822178 -0.1 0.0 0.0
H 1.095251 0.017163 -3.555465 0.5 -0.3 0.1
H -0.075061 -0.407136 -6.333412 -0.1 -0.8 0.0
H 1.665278 -0.246790 -5.899059 0.1 -0.6 0.1
H 0.565100 2.969374 -6.858235 0.9 0.1 0.2
H -0.074322 1.698664 -7.686891 -0.4 -1.0 0.2
H 1.646982 1.565284 -7.395980 0.3 0.3 0.3
H -1.052144 0.806004 -4.355829 -0.9 0.5 -0.1
H -0.621224 0.562265 -2.876315 -0.9 0.0 0.7
C -5.909156 -0.330784 -3.290649 0.1 0.1 0.3
C -4.419458 -0.684293 -3.306514 -0.9 -0.5 0.0
C -4.178412 -2.230687 -3.086701 -0.2 1.1 -0.5
O -4.825493 -2.901252 -4.152362 -1.0 0.1 -0.3
C -4.557360 -4.287452 -4.258122 0.5 0.9 0.4
N -3.844859 -0.247736 -4.577092 -0.2 -0.4 0.7
H -6.060528 0.735917 -3.455978 0.3 0.1 0.0
H -6.317703 -0.552047 -2.304632 -0.3 -0.2 0.0
H -6.469952 -0.825353 -4.083752 0.0 -0.3 0.2
H -3.954125 -0.107634 -2.507122 0.2 -0.3 0.2
H -4.553263 -2.586685 -2.127088 -0.1 0.0 0.2
H -3.103344 -2.403132 -3.137608 0.3 -0.1 0.1
H -3.558505 -4.329660 -4.692423 0.3 -0.8 0.1
H -5.272956 -4.803729 -4.898021 -0.1 0.4 -0.1
H -4.612600 -4.725949 -3.261742 0.3 -0.4 0.1
H -2.872481 -0.478593 -4.431177 0.6 0.2 -0.6
H -4.224744 -0.920937 -5.227170 0.1 0.0 -0.6
C 2.869097 0.421510 3.898332 0.2 0.4 0.2
C 3.398503 1.897254 3.944903 0.3 -2.3 -1.0
C 4.623914 2.025535 2.946580 0.6 0.1 0.6
O 5.853337 1.361667 3.417391 -1.1 0.9 0.1
C 7.007633 1.524567 2.568184 -1.4 -0.6 0.1
N 2.316974 2.775659 3.467746 1.5 0.6 0.0
H 2.033330 0.202751 4.562964 -0.2 0.6 0.1
H 3.592674 -0.339996 4.189271 0.4 0.2 -0.3
H 2.502483 0.238342 2.888308 0.1 -0.1 -0.1
H 3.718835 2.148354 4.956063 0.2 0.0 0.1
H 4.832900 3.073722 2.732740 0.2 0.5 0.6
H 4.317054 1.724304 1.944974 -0.1 -0.9 -0.1
H 7.249345 2.558178 2.320530 -0.3 0.2 0.0
H 6.729435 0.945603 1.687558 0.6 0.2 -0.6
H 7.882553 1.079497 3.042014 -0.3 -0.1 0.2
H 2.680424 3.655603 3.804958 -0.2 0.9 -0.5
H 1.482418 2.708231 4.032599 -0.3 -0.6 0.3
C 3.423961 5.548400 -4.439388 0.4 -0.1 0.2
C 4.499271 4.561633 -3.858418 -1.7 0.2 0.7
C 4.129681 4.153766 -2.390089 0.4 0.8 -0.6
O 5.271846 3.648105 -1.718317 0.4 -0.9 -1.0
C 5.034159 3.117580 -0.447936 -1.0 0.6 0.4
N 4.485867 3.412047 -4.785060 0.0 0.6 0.5
H 3.809287 6.043710 -5.330627 0.2 0.0 0.0
H 3.097190 6.338239 -3.763020 0.3 0.0 0.2
H 2.519426 5.039043 -4.771761 0.1 -0.4 0.2
H 5.481118 5.033691 -3.893683 0.0 0.3 0.5
H 3.263424 3.492538 -2.411971 0.2 -0.8 -0.1
H 3.754293 4.991756 -1.802761 0.1 0.6 -0.2
H 4.079972 2.594441 -0.385167 -0.2 -0.5 -0.3
H 4.884680 3.947733 0.242429 0.3 0.2 0.5
H 5.818582 2.447137 -0.096809 0.2 0.2 -0.3
H 5.183500 2.740495 -4.497954 0.2 -0.2 0.0
H 4.827303 3.863388 -5.621604 0.1 -0.6 -0.6
C -4.434458 -2.888520 0.535401 -1.2 0.5 0.7
C -4.332174 -3.146620 2.074332 -1.4 -1.0 -1.4
C -2.924643 -3.461590 2.437166 0.1 0.3 0.9
O -2.868650 -3.608842 3.854518 1.3 -0.6 0.0
C -1.508786 -3.804620 4.305522 -0.6 0.3 0.3
N -4.972917 -2.101356 2.828181 -0.5 2.0 0.3
H -5.462138 -3.154464 0.287898 -0.1 -0.1 -0.3
H -3.794396 -3.494270 -0.106054 0.2 0.0 0.3
H -4.374880 -1.826471 0.297484 0.6 0.0 0.0
H -5.078811 -3.924313 2.235039 1.1 -1.4 0.0
H -2.272295 -2.660559 2.089442 0.1 0.7 0.2
H -2.522585 -4.312738 1.887623 -0.4 -0.6 0.2
H -0.938805 -2.902842 4.081901 0.3 0.0 -0.2
H -1.011814 -4.700040 3.932216 -0.2 0.0 -0.6
H -1.487747 -3.942279 5.386593 -0.5 0.2 0.1
H -5.977239 -2.169162 2.745470 -0.2 0.0 -0.6
H -4.887031 -2.035349 3.832352 1.0 -0.8 -0.2
C 4.075563 0.024255 -4.033529 0.6 0.2 0.3
C 4.641196 -0.419107 -2.669940 -0.9 -0.7 0.1
C 3.421345 -1.027179 -1.932469 -0.2 0.4 0.4
O 3.676913 -1.747429 -0.719842 -0.3 -0.6 -1.2
C 4.084627 -1.034868 0.401169 0.2 0.3 0.2
N 5.693598 -1.406182 -2.815981 0.3 0.3 0.3
H 3.315617 0.798995 -3.931704 -0.1 0.0 -0.1
H 3.661510 -0.860109 -4.517833 -0.3 -0.1 0.1
H 4.815710 0.366652 -4.756746 0.3 0.2 0.3
H 5.051540 0.318478 -1.980245 -0.1 0.8 -0.6
H 2.900807 -1.698982 -2.614990 0.1 -0.4 0.2
H 2.712589 -0.226820 -1.719897 -0.2 0.3 0.2
H 5.034673 -0.532281 0.219746 0.3 0.0 0.2
H 4.152470 -1.764249 1.208315 0.3 0.1 0.0
H 3.387306 -0.264947 0.731409 -0.4 0.2 -0.2
H 5.733159 -1.764791 -1.872621 0.7 -0.5 0.3
H 5.324802 -2.187306 -3.339368 -0.2 0.0 -0.2
C 0.286881 -1.213749 0.483258 -0.6 0.9 0.0
C -0.750168 -0.087048 0.609865 0.1 -0.3 -2.0
C -0.276985 1.295406 0.055502 -0.1 -0.1 1.1
O 0.018470 1.331374 -1.353736 -0.4 -1.1 1.4
C 0.658609 2.478523 -1.791557 0.6 1.2 -0.2
N -2.008299 -0.491640 -0.069443 0.7 -0.1 0.7
H 0.517724 -1.401888 -0.565274 0.2 -0.1 0.0
H -0.178584 -2.093039 0.928551 0.3 -0.2 0.0
H 1.163451 -0.894953 1.047252 0.2 -0.4 -0.1
H -0.948000 -0.028349 1.680152 -0.1 0.7 0.1
H 0.519823 1.694211 0.683327 1.0 -0.3 -0.3
H -1.031341 2.017810 0.367229 -0.8 0.2 -0.8
H 0.080811 3.382848 -1.600647 -0.2 0.2 0.2
H 0.856317 2.465663 -2.863406 -0.4 -0.5 -0.2
H 1.648936 2.618875 -1.358377 0.1 -0.1 0.5
H -2.498994 0.343740 -0.354860 -0.3 0.0 -0.1
H -1.835302 -1.026114 -0.908790 0.3 -0.1 -0.2
```
Positions in Å, forces in eV/Å.

These are the Mulliken partial charges, in e, on atoms 1 to 99: C -1.31; C 0.46; C -0.92; O -0.09; C -0.50; N 0.78; H 0.58; H 0.12; H 0.27; H 0.22; H 0.03; H 0.47; H 0.10; H 0.30; H 0.15; H -0.12; H -0.32; C -1.56; C 0.23; C 0.77; O -0.44; C -0.79; N -0.76; H 0.31; H 0.42; H 0.35; H 0.58; H -0.09; H -0.49; H 0.32; H 0.26; H 0.31; H 0.22; H 0.28; C -1.55; C 1.77; C -1.31; O -0.34; C -0.87; N 0.85; H 0.46; H 0.34; H 0.13; H -0.55; H 0.59; H 0.46; H 0.36; H 0.23; H 0.28; H 0.11; H -0.82; C -0.91; C 0.34; C -0.43; O -0.18; C -1.11; N -0.76; H 0.37; H 0.20; H 0.07; H 0.36; H 0.47; H -0.13; H 0.23; H 0.36; H 0.66; H 0.26; H 0.29; C -1.06; C 0.76; C -1.10; O -0.36; C -0.80; N 0.47; H 0.30; H 0.21; H 0.55; H 0.30; H 0.46; H 0.39; H 0.28; H 0.34; H 0.28; H -0.24; H -0.32; C -1.83; C 0.88; C -1.39; O 0.68; C -1.09; N 1.64; H 0.41; H 0.48; H 0.27; H -0.12; H 0.52; H 0.48; H 0.09; H 0.57